Here is 13 unconnected molecules or ions with the total composition C62H118O16 in a non-equilibrium geometry from the Open Molecules 2025 dataset. Energies are from ωB97M-V/def2-TZVPD.

Geometry as XYZ:
```
196
Properties=species:S:1:pos:R:3:forces:R:3:lowdin_charge:R:1
C 19.066079 13.808230 18.155889 0.0522 -1.0376 -0.6812 -0.11
C 20.340797 14.607617 18.125563 0.8143 1.2535 -0.0060 -0.26
C 21.382210 14.255507 19.188508 -0.7354 -0.1056 1.4487 -0.22
C 22.711343 14.998523 19.079302 0.2222 -0.0472 -1.1218 -0.22
C 23.758643 14.801754 20.158799 0.4250 -0.6127 0.8016 -0.27
C 24.592905 13.529523 20.046194 -1.0595 -0.8531 -0.4921 -0.11
H 18.599349 13.759702 19.127151 -0.0948 -0.0216 0.2454 0.04
H 19.304534 12.780091 17.840075 -0.0753 0.0265 0.2914 0.08
H 18.321065 14.122556 17.413929 0.1373 0.3420 0.1941 0.05
H 20.815704 14.460625 17.151052 -0.0872 0.2715 -0.1628 0.10
H 20.156319 15.700020 18.266469 -0.0936 -0.5923 -0.3942 0.12
H 21.534939 13.160033 19.208118 0.1700 0.3255 -0.0674 0.11
H 20.919540 14.501076 20.168875 0.3004 -0.2258 -0.3436 0.09
H 23.119015 14.670774 18.105453 0.3074 0.0991 0.2617 0.11
H 22.649874 16.087768 18.956699 -0.8442 -0.1364 0.0436 0.11
H 24.467921 15.600197 20.090296 0.4232 0.7785 -0.2447 0.09
H 23.386127 14.913933 21.193383 -0.3664 -0.2073 -0.4374 0.11
H 25.048007 13.470029 19.042908 -0.1678 -0.1366 0.3739 0.08
H 25.365247 13.453143 20.782626 0.6253 0.3032 0.4551 0.05
H 23.976192 12.626581 20.233097 0.1732 0.3356 -0.4242 0.07
C 20.164103 17.377382 15.083547 -0.4867 0.4366 -0.3499 -0.12
C 20.818909 16.666318 13.934865 1.1144 -1.2976 0.4588 -0.27
C 19.905280 15.671086 13.208607 -0.4707 0.5695 1.3227 -0.20
C 19.544558 14.460038 14.109003 0.7855 -0.2696 0.4773 -0.22
C 18.488287 13.530602 13.565272 -0.9221 0.6905 -1.9435 -0.26
C 18.966905 12.625298 12.393948 0.1305 0.8325 0.9216 -0.08
H 19.667066 18.247842 14.695871 -0.1560 0.8028 0.0803 0.07
H 20.895499 17.633936 15.822884 0.2741 0.4824 0.4777 0.07
H 19.379767 16.824562 15.575208 -0.1246 -0.5963 0.1857 0.04
H 21.321810 17.386398 13.255533 -0.4175 -0.4566 0.2754 0.12
H 21.629974 16.050600 14.407131 -0.3077 0.3837 -0.6662 0.11
H 20.435924 15.363917 12.355427 0.5916 -0.7833 -1.2712 0.08
H 19.023920 16.202549 12.830238 -0.2067 -0.1750 0.2011 0.11
H 20.471208 13.846758 14.255804 -0.4495 0.5387 -0.0397 0.13
H 19.244486 14.756619 15.132865 0.1529 0.2282 -0.5071 0.09
H 17.985340 12.930013 14.291447 0.2332 -0.7040 0.9542 0.08
H 17.599192 14.143253 13.233506 0.8786 -0.2976 -0.1180 0.11
H 18.114478 12.095573 12.029970 -0.3186 -0.8919 -0.1962 0.03
H 19.359564 13.161944 11.551739 0.0537 0.7851 -0.4340 0.06
H 19.808108 11.984808 12.668656 -0.3814 -0.3328 0.3301 0.08
C 13.378248 7.907163 14.064698 -0.8758 -1.6611 1.1161 -0.12
C 14.518780 8.756396 13.645596 -0.5362 2.1743 0.8070 -0.28
C 15.648092 8.825003 14.664111 0.7109 0.1059 -0.7491 -0.19
C 16.770487 9.780125 14.148328 -1.4335 -1.6687 -0.8549 -0.24
C 18.022661 9.612659 14.901134 1.2214 -1.3991 0.4681 -0.28
C 17.842180 9.889782 16.381836 -0.1524 -0.6327 -0.2754 -0.09
H 13.646586 6.841174 14.087631 -0.0897 0.0721 -0.2283 0.08
H 12.491253 8.037317 13.468226 -0.2210 -0.0826 -0.5786 0.06
H 12.986670 8.089597 15.091244 0.6372 0.3829 -0.4231 0.07
H 14.917578 8.530447 12.665492 -0.0427 -0.3384 -0.3077 0.10
H 14.045837 9.779580 13.576480 0.7974 -0.5164 -0.1444 0.11
H 16.104674 7.821613 14.785703 -0.3355 0.2896 0.1747 0.13
H 15.257591 9.182698 15.631495 0.1536 -0.2862 -0.2570 0.11
H 16.891873 9.638650 13.049300 0.0994 -0.0792 0.6433 0.12
H 16.378751 10.744992 14.278458 -0.4302 1.8020 0.0782 0.08
H 18.338289 8.538909 14.838771 0.0744 0.7647 -0.3105 0.12
H 18.815527 10.227803 14.489787 0.2482 0.1260 -0.1044 0.09
H 17.220456 10.772675 16.458817 0.3329 0.5538 0.5411 0.05
H 17.238375 9.077908 16.813205 0.3628 0.1860 0.1637 0.08
H 18.833927 9.928861 16.850498 -0.5250 0.3073 0.2852 0.07
C 16.967575 15.512610 20.701589 0.1399 0.2008 0.3017 -0.11
C 17.412252 14.750193 21.962478 -1.1161 0.3916 1.1088 -0.27
C 18.902066 14.469883 22.020017 -0.1009 1.2389 -0.9893 -0.26
C 19.418993 14.126461 23.397873 -1.5513 -0.3782 0.5878 -0.25
C 20.850733 13.746332 23.521332 1.9660 -0.0484 -0.0667 -0.30
C 21.245362 13.388032 24.975211 1.0265 0.6739 -1.1059 -0.11
H 17.493727 15.162169 19.814545 -0.3605 -0.3972 -0.1106 0.03
H 17.354757 16.549277 20.773189 -0.6388 -0.2456 0.1569 0.08
H 15.860774 15.468522 20.571388 0.8847 0.3093 -0.0135 0.06
H 17.071634 15.357473 22.849852 0.4903 -0.4201 -0.6687 0.12
H 16.869635 13.799996 22.110178 0.0504 0.1985 -0.3726 0.10
H 19.387390 15.378310 21.595179 0.1107 -0.3408 0.4854 0.12
H 19.066718 13.722055 21.242431 0.4357 -0.4465 0.3403 0.09
H 19.158140 14.956673 24.105436 0.3414 -0.4696 -0.5605 0.13
H 18.813353 13.266944 23.770696 0.2110 0.3765 -0.1476 0.13
H 21.156985 12.926176 22.847241 -0.5106 0.0879 0.1194 0.11
H 21.517062 14.583499 23.191294 -0.5211 -0.3586 0.2636 0.11
H 20.757768 12.490657 25.348694 -0.5032 0.3858 0.2870 0.07
H 22.320712 13.153967 25.012281 -0.2164 0.1047 -0.0619 0.07
H 21.132122 14.334126 25.522154 -0.3570 -0.7116 0.5862 0.07
C 16.945798 10.228283 20.584139 -2.0431 0.2901 -1.6431 -0.13
C 18.383496 10.224731 20.704231 1.8058 -1.9026 -0.1803 -0.28
C 18.922715 8.759199 20.464402 -1.0664 1.2110 0.8161 -0.20
C 20.302820 8.655489 20.991456 1.5024 0.8735 -0.3550 -0.23
C 21.190819 9.798748 20.443432 0.8564 -0.7225 -0.8070 -0.24
C 21.257615 9.862204 18.897109 0.4559 0.1290 0.4148 -0.10
H 16.472834 9.551617 21.271959 -0.3947 -0.0565 0.5322 0.08
H 16.639476 9.900323 19.575993 0.0463 -0.0657 0.2046 0.08
H 16.574490 11.239460 20.644510 -0.5482 0.3538 0.4624 0.06
H 18.833670 10.906571 20.000907 0.1921 0.3379 -0.2515 0.08
H 18.666662 10.525554 21.704566 0.3197 0.1620 0.3367 0.11
H 18.807548 8.450726 19.430471 0.0136 0.0860 -0.2487 0.11
H 18.293792 8.120916 21.085143 -0.2505 -0.2524 -0.2098 0.11
H 20.270424 8.749139 22.056842 -0.0956 0.2645 0.8939 0.10
H 20.756276 7.687289 20.856708 0.2596 -0.4531 -0.5388 0.11
H 20.790754 10.753906 20.730701 -0.1130 0.3936 0.5490 0.07
H 22.221325 9.755505 20.838883 -0.4320 -0.1767 -0.0075 0.11
H 20.419916 10.407628 18.508112 -0.7870 0.0355 -0.2538 0.02
H 22.103737 10.451122 18.543819 0.2990 -0.0663 0.2022 0.06
H 21.312194 8.897957 18.403633 -0.0344 -0.2695 0.0349 0.07
O 8.891123 11.370340 22.288716 -0.4713 0.1976 -0.0572 0.14
C 9.912731 10.928319 21.886233 1.7458 -0.8971 -0.5295 -0.45
O 10.526758 9.842404 22.483700 0.9354 0.2201 0.0541 0.01
C 11.849514 9.626155 21.895466 0.1227 0.0317 -0.7116 -0.13
C 12.213311 10.889427 21.125930 -1.3492 -0.1693 -0.0268 -0.16
C 10.837715 11.362937 20.729096 -1.0544 0.1322 -0.3257 -0.08
H 11.749980 8.823040 21.145388 0.0586 -0.0551 0.5022 0.11
H 12.672422 9.402027 22.593847 -1.0015 -0.2372 0.2918 0.13
H 12.890561 10.688710 20.315624 0.1996 -0.0379 -0.3725 0.09
H 12.582490 11.661251 21.738099 1.0463 0.6831 1.1091 0.10
H 10.548373 10.902661 19.789362 -0.4285 -0.3610 -0.0244 0.11
H 10.689190 12.414326 20.562020 0.2415 0.5778 0.0679 0.12
O 13.898077 19.318913 17.181240 0.0503 -0.4515 -0.4747 0.10
C 14.643415 18.426168 16.857310 -0.0803 0.9062 0.8210 -0.50
O 14.890932 18.107699 15.577636 0.7450 -0.8985 -0.6290 0.02
C 15.907547 17.027902 15.490862 -0.3780 0.2544 0.8365 -0.07
C 16.535020 17.010185 16.903255 -0.6360 -2.1118 -0.1859 -0.14
C 15.470822 17.597801 17.793359 -0.8710 -1.3243 0.3915 -0.07
H 16.656622 17.242088 14.738974 -0.1289 0.5376 -0.2493 0.11
H 15.440523 16.076130 15.189500 -0.2041 0.4290 0.3354 0.11
H 17.438282 17.549725 16.932543 1.1228 0.7828 -0.0448 0.09
H 16.758417 15.954502 17.186148 0.0280 0.7289 -0.1454 0.10
H 15.779121 18.169886 18.659210 0.2333 0.1899 -0.0521 0.13
H 14.837251 16.763647 18.211089 0.2577 0.8472 -0.4045 0.13
O 13.498636 9.432418 18.351401 0.3161 -0.0389 0.2125 0.08
C 12.448956 8.885764 18.136018 1.6631 -1.1877 -0.1775 -0.54
O 11.378548 9.572463 17.851417 -1.7057 1.2692 -0.3346 0.02
C 10.315484 8.706629 17.443740 -0.3912 -1.8421 0.8793 -0.11
C 10.642013 7.394864 18.226452 0.2377 0.3163 0.3192 -0.14
C 12.153712 7.370529 18.121136 1.4638 0.4020 0.5708 -0.08
H 10.435758 8.495997 16.386369 -0.3407 0.3425 -0.3199 0.12
H 9.305597 9.071355 17.711872 0.8484 0.3141 -0.2971 0.14
H 10.172440 6.506962 17.845368 -0.3400 -0.2438 -0.3132 0.11
H 10.382576 7.491943 19.284670 -0.2606 0.1233 -0.1062 0.11
H 12.514978 6.937686 17.171582 -0.1729 0.3001 0.2338 0.12
H 12.809600 6.919338 18.932829 -1.2304 0.3441 -0.8240 0.15
O 10.115063 9.314605 13.688694 -0.8130 -1.2348 0.5010 0.12
C 10.562156 10.384927 13.455750 1.2741 0.7738 -0.6294 -0.50
O 11.460274 10.979730 14.282930 0.0076 0.3448 -0.2138 0.02
C 11.943851 12.190594 13.647103 -1.0494 0.3901 -0.1657 -0.13
C 10.803242 12.620748 12.689359 0.8860 -1.0748 0.6801 -0.12
C 10.390307 11.216028 12.199560 -0.0890 0.8879 -0.1551 -0.06
H 12.858225 11.987933 13.111555 0.2858 -0.3776 -0.4372 0.10
H 12.208375 12.930722 14.373753 -0.1982 0.2405 0.7311 0.09
H 11.196409 13.361601 12.027744 0.1775 0.0187 -1.0928 0.09
H 9.985626 13.108411 13.196455 -0.2330 -0.0324 0.5669 0.11
H 11.056296 10.832801 11.413688 0.0265 0.0514 0.2737 0.13
H 9.380722 11.128730 11.818686 -0.1892 0.0058 0.0260 0.12
O 13.391810 16.080080 20.399052 0.3519 -0.0643 0.2035 0.10
C 12.517652 16.901064 20.348520 -0.3508 -0.2866 -0.8178 -0.51
O 11.934579 17.220775 19.195452 -0.0415 0.6735 -0.8371 0.03
C 11.018314 18.325800 19.344191 0.5404 0.6943 1.3050 -0.10
C 10.704057 18.440165 20.866708 0.9563 0.8214 -0.2308 -0.12
C 11.814931 17.602097 21.444163 0.3150 -0.6408 1.5219 -0.09
H 10.178160 18.094275 18.788699 -1.7143 -0.6234 -1.1734 0.09
H 11.426261 19.252780 18.930968 0.4301 -0.2933 0.1227 0.13
H 9.743748 18.150005 21.206160 -1.0527 -1.0738 -0.3360 0.10
H 10.703545 19.457488 21.281072 0.6148 0.0141 -0.5818 0.12
H 11.505507 16.759665 22.081515 -0.0967 0.5543 0.2096 0.14
H 12.557109 18.183212 21.970695 0.1708 0.1170 0.4290 0.13
O 9.872558 16.100320 16.428399 0.1417 -0.4856 -0.5220 0.11
C 10.724970 16.316540 15.614031 0.3326 0.4625 0.7169 -0.43
O 11.168087 15.390758 14.678986 -0.6467 1.1952 0.9159 0.00
C 12.292457 15.968459 14.015215 0.8318 0.8494 -0.1189 -0.15
C 12.131187 17.503824 14.140605 -0.7638 -0.0561 -1.3556 -0.16
C 11.482054 17.666676 15.480392 -0.6245 0.0713 0.0509 -0.08
H 12.346940 15.613167 12.979814 -0.0973 -0.0221 0.3298 0.13
H 13.191049 15.677084 14.571713 -0.0580 -0.2236 -0.2768 0.10
H 11.411309 17.875950 13.378318 0.5531 -0.3306 0.1579 0.13
H 13.051055 18.063590 14.051290 0.2334 -0.1150 -0.1571 0.10
H 10.735372 18.510359 15.495630 0.7632 -0.9389 0.2331 0.15
H 12.262023 17.858615 16.246010 -0.8724 -0.4674 -0.0573 0.10
O 12.691847 12.800882 9.626292 -2.5408 0.4109 -0.9133 0.15
C 13.775368 12.569657 10.000180 1.9848 -0.2296 0.7013 -0.56
O 14.346272 13.260089 10.990571 -0.6216 1.3152 1.4388 0.02
C 15.640129 12.811331 11.336570 0.8195 -0.5211 -0.3866 -0.17
C 15.683568 11.378735 10.759253 0.5323 0.2279 -0.4846 -0.13
C 14.764491 11.580179 9.527411 0.4141 -1.3106 -0.3501 -0.06
H 15.827184 12.869329 12.410063 -0.5555 -0.1271 0.0228 0.10
H 16.354333 13.498576 10.889245 0.2520 -0.0272 -0.3461 0.12
H 15.325154 10.739520 11.536513 -0.7042 -0.6976 0.2571 0.07
H 16.688367 10.990324 10.503540 -0.4635 0.4950 0.0180 0.12
H 14.229051 10.757645 8.982131 0.9183 0.4980 0.7626 0.15
H 15.422502 12.122765 8.849776 -0.1994 -0.0455 -0.6073 0.13
O 14.856117 13.402494 14.847219 0.6662 -0.1340 -1.4558 0.11
C 14.594542 13.374018 16.003163 -0.3077 0.0493 2.0840 -0.50
O 13.506816 14.015243 16.478400 -0.4994 -0.2094 0.8020 0.01
C 13.331595 13.713744 17.927716 -1.2821 0.2204 -1.1648 -0.10
C 14.728263 13.494189 18.374214 1.6262 -0.0910 0.5891 -0.15
C 15.340889 12.722538 17.190994 -1.4274 -0.1913 -0.8655 -0.05
H 12.665044 12.844828 18.019398 0.5267 -0.2665 -0.2494 0.13
H 12.724323 14.507140 18.364954 0.6790 0.4082 -0.0613 0.11
H 14.819921 12.970127 19.328344 -0.1417 -0.0307 -0.1045 0.12
H 15.286245 14.449944 18.493673 -0.5125 -0.4291 -0.0753 0.10
H 15.047823 11.646972 17.156178 0.1878 0.5738 0.3123 0.13
H 16.396697 12.800055 17.014773 0.5134 0.0856 0.2068 0.08
```
Positions in Å, forces in eV/Å.

The HOMO energy is -9.9 eV. As for the lowest unoccupied orbital energy: 0.0205 Eh. The energy comes out at -3637.05263 a.u. As for the net charge: 0. For the relative energy (zero: lowest compared OMol25 entry of this formula, charge and spin), the calculation gives 0.0 kJ/mol. The HOMO-LUMO gap comes out at 10.49 eV. The spin multiplicity is 1.